Entry from the OMol25 dataset: 2 unconnected molecules or ions with the total composition C7H12N2O2 at a distorted geometry (wB97M-V/def2-TZVPD).

```
23
Properties=species:S:1:pos:R:3:mulliken_charge:R:1
C 1.74 -3.55 0.10 0.41
C -0.62 1.47 0.75 -2.10
C 1.23 0.01 -0.15 -1.73
C -0.96 0.39 -1.52 -1.51
C 1.65 -3.77 1.51 -0.15
C -0.98 -0.83 0.68 -0.53
C -0.30 0.24 -0.07 2.25
N 1.87 -3.32 -1.01 -0.43
N 2.04 -2.99 2.44 -0.32
O 2.68 -1.74 2.18 -0.23
O -0.64 -1.90 1.06 -0.31
H -0.15 2.29 0.38 0.52
H -1.69 1.65 0.83 0.48
H -0.28 1.50 1.76 0.43
H 1.55 0.81 -0.78 0.50
H 1.57 -0.09 0.80 0.48
H 1.37 -0.91 -0.77 0.25
H -1.36 -0.54 -1.81 0.39
H -1.70 1.19 -1.49 0.41
H -0.22 0.70 -2.30 0.32
H 1.13 -4.71 1.92 0.33
H -2.05 -0.52 1.12 0.19
H 2.83 -1.68 1.22 0.35
```

* HOMO (alpha / beta): -0.2581 / -0.3576 hartree
* multiplicity: 3
* E_LUMO (alpha / beta): 0.722 / -3.520 eV
* orbital gap (alpha / beta): 7.7 / 6.2 eV

=====

Entry from the OMol25 dataset: a molecular structure, C4H8N3 at a distorted geometry (wB97M-V/def2-TZVPD).

```
15
Properties=species:S:1:pos:R:3:mulliken_charge:R:1
C -0.64 0.99 1.63 -0.86
C -1.52 0.63 0.71 -0.15
C 0.69 0.55 1.25 0.33
C 1.73 -0.58 -0.75 -0.70
N -1.04 0.14 -0.50 0.18
N 0.67 -0.07 0.12 -0.12
N -1.42 -0.63 -1.40 -0.43
H -0.85 1.33 2.58 0.45
H -2.55 0.72 0.81 0.48
H 1.61 0.70 1.93 0.35
H 1.32 -1.55 -1.09 0.31
H 2.02 0.15 -1.62 0.27
H 2.60 -0.45 -0.03 0.31
H -1.00 -0.36 -2.41 0.33
H -1.62 -1.56 -1.23 0.23
```

* HOMO: -0.5132 hartree
* E_LUMO: -4.184 eV
* net charge: +1
* orbital gap: 9.8 eV

=====

Entry from the OMol25 dataset: a molecular structure, C44H43F4GeN3ScSe (wB97M-V/def2-TZVPD).

```
97
Properties=species:S:1:pos:R:3:mulliken_charge:R:1
Sc 0.74 -0.22 0.87 -0.44
C 3.16 -1.87 1.75 -0.81
N 2.00 -2.07 0.86 1.03
C 2.49 -2.52 -0.46 -0.44
C 1.07 -3.07 1.43 -0.83
C 0.54 -2.58 2.78 -1.22
N 0.32 -1.14 2.69 2.03
C 0.00 -0.44 3.81 -0.18
C -0.02 0.95 3.68 -0.07
F 0.25 1.39 2.39 -0.26
C -0.30 1.84 4.67 0.20
F -0.30 3.15 4.41 -0.35
C -0.61 1.37 5.93 -0.45
C -0.62 0.00 6.11 0.28
F -0.92 -0.49 7.31 -0.32
C -0.33 -0.90 5.10 0.28
F -0.37 -2.21 5.38 -0.41
H 3.69 -2.82 1.88 0.38
H 3.82 -1.14 1.30 0.06
H 2.84 -1.50 2.72 0.13
H 3.15 -3.38 -0.34 0.41
H 1.66 -2.80 -1.09 -0.10
H 3.03 -1.71 -0.94 -0.25
H 0.26 -3.22 0.72 0.16
H 1.58 -4.03 1.57 0.47
H -0.37 -3.12 3.01 0.29
H 1.27 -2.82 3.56 0.61
H -0.84 2.04 6.75 0.54
Ge -2.98 -0.10 0.65 0.17
C -2.98 -1.60 1.87 0.54
C -3.23 -1.45 3.24 -0.17
C -3.27 -2.55 4.08 -0.64
C -3.08 -3.83 3.56 -0.53
C -2.85 -4.00 2.20 -0.75
C -2.79 -2.89 1.37 -0.50
C -3.47 1.62 1.40 -0.26
C -3.01 2.09 2.63 1.58
C -3.43 3.32 3.13 -0.68
C -4.33 4.08 2.40 -0.66
C -4.82 3.62 1.19 -0.69
C -4.39 2.39 0.69 -0.49
H -3.83 -0.34 -0.60 -0.22
H -3.42 -0.46 3.65 0.47
H -3.46 -2.42 5.13 0.45
H -3.13 -4.69 4.22 0.41
H -2.72 -4.99 1.79 0.41
H -2.63 -3.04 0.31 0.36
H -2.32 1.49 3.22 -0.40
H -3.05 3.67 4.08 0.44
H -4.66 5.04 2.79 0.41
H -5.54 4.20 0.63 0.44
H -4.78 2.04 -0.26 0.44
N -1.20 -0.27 -0.14 0.20
C -1.05 0.00 -1.41 0.20
C -1.72 1.09 -2.13 0.25
C -2.12 0.94 -3.46 -0.29
C -2.72 1.99 -4.12 -0.91
C -2.90 3.21 -3.48 -0.65
C -2.49 3.37 -2.16 -1.16
C -1.91 2.31 -1.48 -0.48
C -0.22 -0.93 -2.23 1.56
C 0.73 -0.47 -3.14 -0.06
C 1.39 -1.36 -3.96 -0.90
C 1.04 -2.71 -3.95 -0.70
C 0.05 -3.16 -3.09 -0.63
C -0.56 -2.28 -2.20 -0.99
H -1.97 -0.01 -3.96 0.60
H -3.05 1.87 -5.15 0.46
H -3.36 4.03 -4.00 0.47
H -2.60 4.33 -1.67 0.51
H -1.55 2.44 -0.47 0.72
H 0.94 0.59 -3.21 0.77
H 2.16 -1.00 -4.63 0.46
H 1.53 -3.40 -4.62 0.42
H -0.25 -4.21 -3.10 0.42
H -1.33 -2.63 -1.52 0.24
C 4.85 1.10 -5.68 -1.66
C 4.30 1.21 -4.29 0.44
C 3.20 2.01 -4.00 -0.68
C 2.67 2.11 -2.72 -0.23
C 1.50 3.03 -2.48 -1.64
C 3.23 1.35 -1.69 1.03
Se 2.47 1.48 0.09 -0.29
C 4.40 0.61 -1.93 0.97
C 5.20 -0.04 -0.83 -1.66
C 4.89 0.54 -3.23 -0.74
H 4.30 1.73 -6.38 0.37
H 4.80 0.07 -6.04 0.33
H 5.90 1.40 -5.71 0.41
H 2.75 2.59 -4.80 0.30
H 1.14 3.45 -3.42 0.32
H 1.81 3.86 -1.84 0.47
H 0.67 2.54 -1.97 0.24
H 5.16 0.55 0.09 0.35
H 6.24 -0.13 -1.13 0.53
H 4.87 -1.05 -0.58 0.27
H 5.80 -0.04 -3.40 0.49
```

* HOMO: -0.3776 hartree
* E_LUMO: -3.517 eV
* net charge: +1
* orbital gap: 6.8 eV

=====

Entry from the OMol25 dataset: a molecular structure, C11H19N5O9PtS at a distorted geometry (wB97M-V/def2-TZVPD).

```
46
Properties=species:S:1:pos:R:3:mulliken_charge:R:1
Pt -0.75 1.29 0.72 2.40
O 0.08 -1.19 1.58 -0.39
C -1.09 -1.65 2.24 -0.74
C -1.55 -0.70 3.34 -0.88
N -1.65 0.71 2.93 -0.02
C -1.10 1.61 3.86 -1.19
C 0.74 1.58 3.97 0.73
O 1.01 2.26 4.92 -0.49
O 1.25 0.87 3.11 -0.52
C -3.01 1.08 2.44 -0.74
C -3.42 0.30 1.17 0.61
O -4.52 -0.21 1.12 -0.69
O -2.52 0.28 0.25 -0.92
H 0.74 -0.96 2.26 0.34
H -1.85 -1.79 1.48 0.39
H -0.91 -2.62 2.72 0.37
H -2.53 -1.03 3.70 0.33
H -0.84 -0.76 4.16 0.62
H -1.30 2.64 3.60 0.67
H -1.29 1.37 4.91 0.59
H -3.74 0.86 3.21 0.46
H -3.04 2.15 2.20 0.37
C 2.25 -2.93 -3.00 -1.42
C 2.46 -1.84 -4.06 0.78
C 1.34 -1.87 -5.10 -1.44
C 2.61 -0.46 -3.42 -1.21
N 1.45 -0.06 -2.62 0.61
C 1.20 -0.26 -1.33 -0.29
N 0.02 0.24 -1.08 0.05
N -0.45 0.78 -2.24 -0.20
N 0.40 0.59 -3.17 -0.62
H 2.18 -3.91 -3.48 0.42
H 1.33 -2.77 -2.44 0.31
H 3.09 -2.96 -2.29 0.34
H 3.41 -2.03 -4.56 0.29
H 0.38 -1.60 -4.67 0.31
H 1.25 -2.87 -5.53 0.41
H 1.55 -1.17 -5.92 0.36
H 2.71 0.30 -4.19 0.37
H 3.48 -0.43 -2.77 0.46
H 1.84 -0.77 -0.63 0.55
O 0.07 5.07 0.40 -0.63
S -0.21 3.69 0.51 1.05
O 0.83 2.76 -0.07 -0.61
O -1.50 3.23 -0.16 -0.63
O -0.39 3.17 1.93 -0.59
```

* HOMO (alpha / beta): -0.3443 / -0.3686 hartree
* multiplicity: 5
* E_LUMO (alpha / beta): 0.109 / -3.529 eV
* orbital gap (alpha / beta): 9.5 / 6.5 eV

=====

Respective energy above the lowest of the compared OMol25 structures with the same formula, charge and spin values: 51.40; 121.07; 0.00; 52.28 kcal/mol.
Respective total energy values: -533.6424; -321.0984; -7505.1854; -1898.7803 a.u..